(1)
Density functional theory data (ωB97M-V/def2-TZVPD) for a molecular structure, C50H48AsBiF5N4O6P2SSe at a distorted geometry.

Values from the calculation:
Maximum force (eV Å⁻¹): 3.9
Relative energy (zero: lowest compared OMol25 entry of this formula, charge and spin) (kJ/mol): 600.32
Orbital gap (eV): 5.504
Charge: -1
E_LUMO (eV): 0.71

```
119
Properties=species:S:1:pos:R:3:forces:R:3:mulliken_charge:R:1
Bi -1.56929 -0.58196 0.11612 0.72 0.05 0.10 2.239
O -2.14335 1.65659 0.78477 -1.30 0.67 1.54 -0.686
C -3.02140 1.88495 1.65082 1.03 1.47 -2.38 -0.252
C -3.52642 1.02594 2.63372 -1.56 -1.22 2.21 1.002
C -4.62668 1.51115 3.41448 -0.09 0.20 -1.89 -0.576
C -5.24486 0.64789 4.29666 0.30 2.10 -1.35 -0.345
C -4.73971 -0.56271 4.62029 2.05 -1.69 -0.09 -0.252
C -3.70986 -1.12494 3.86930 -0.58 0.47 0.40 -0.732
C -3.10965 -0.32971 2.85748 2.13 -1.09 -0.91 0.694
O -2.02956 -0.87390 2.23061 -1.70 0.70 0.11 -0.996
N -6.49059 1.05063 4.84161 -0.22 1.30 1.03 1.008
O -7.08507 0.26076 5.55751 -0.26 0.45 -0.32 -0.625
O -6.82754 2.20666 4.59005 -0.76 -0.80 0.44 -0.626
H -3.54193 2.88760 1.59496 0.59 -0.69 0.16 0.236
H -5.10983 2.50753 3.15835 0.87 -1.44 0.55 0.363
H -5.02804 -0.93832 5.57578 -0.62 -1.01 0.09 0.477
H -3.38513 -2.15799 4.07673 0.19 0.85 -0.23 0.474
C 5.43170 2.00591 -3.72592 -1.56 0.37 1.03 -1.395
P 4.60739 1.83942 -1.99374 -1.87 -1.72 -2.11 0.070
C 5.34294 3.08673 -0.94689 0.44 -0.58 0.06 0.480
N 6.63375 3.22810 -1.10594 0.07 1.57 0.99 -0.054
C 7.24336 4.10282 -0.23996 -1.87 0.68 1.41 -0.050
C 8.53626 4.54311 -0.44110 0.72 -0.48 -0.60 -0.569
C 9.09689 5.40494 0.46058 0.73 -0.10 -0.71 -0.504
C 8.42525 5.84129 1.59771 0.28 0.57 0.54 -0.453
C 7.13936 5.44646 1.86434 -0.42 -0.14 1.27 -0.332
C 6.50010 4.63417 0.91526 0.47 -1.54 -1.36 0.164
N 5.17716 4.34850 1.06028 0.36 0.27 -0.51 -0.212
C 4.55305 3.70023 0.10413 0.15 1.57 0.12 -0.170
P 2.66874 3.81279 0.11623 -0.90 -1.63 -2.46 0.621
C 2.25770 4.88374 -1.50247 -0.22 -1.49 0.57 -1.419
C 2.13253 4.95518 1.40345 1.61 1.13 -0.59 2.138
C 2.75258 6.31855 1.01230 0.32 0.28 1.18 -1.813
C 2.70388 4.52101 2.70237 1.00 0.55 2.60 -1.835
C 0.61147 4.86934 1.48129 1.04 2.06 -1.67 -1.836
C 5.50476 0.21528 -1.47014 -1.54 0.17 -0.04 1.834
C 6.86385 0.25567 -2.02581 2.30 1.60 -1.46 -1.787
C 5.49243 0.17834 0.05616 -1.03 -0.19 1.16 -1.596
C 4.76517 -1.07827 -1.94928 0.21 0.29 -0.33 -1.366
H 6.39775 2.47505 -3.50252 0.23 -0.99 -0.74 0.390
H 4.88507 2.63818 -4.44167 -0.08 0.14 0.63 0.366
H 5.23291 0.97447 -4.11004 1.25 0.75 0.19 0.363
H 9.05845 4.14214 -1.32056 -0.04 0.34 0.45 0.405
H 10.11809 5.73346 0.29682 -0.08 0.06 0.03 0.365
H 9.00541 6.52306 2.22179 -0.49 -0.25 0.25 0.345
H 6.59474 5.63486 2.84288 0.72 0.12 -1.52 0.354
H 2.82111 5.79046 -1.58980 0.62 0.30 -0.15 0.484
H 1.16837 5.20780 -1.56413 1.28 -0.93 0.23 0.393
H 2.53670 4.16637 -2.30309 -0.47 0.64 0.17 0.325
H 3.85553 6.29381 1.05686 -0.41 -0.42 -0.15 0.280
H 2.53190 7.02534 1.81192 -0.48 0.47 -0.14 0.569
H 2.50024 6.68896 0.02645 -0.45 0.23 0.25 0.314
H 3.79812 4.40386 2.72627 -0.63 -0.51 -0.39 0.257
H 2.20066 3.66575 3.17086 0.28 0.19 -0.40 0.279
H 2.63511 5.36474 3.41687 -0.56 -0.09 -0.06 0.534
H 0.25881 4.96114 0.43934 -0.50 0.01 0.53 0.258
H 0.25517 5.73328 2.07885 -0.13 -0.80 -0.09 0.436
H 0.43827 3.89748 1.83721 -0.97 -1.11 0.77 0.452
H 7.40046 1.24928 -1.82658 -0.74 -1.50 -0.05 0.180
H 6.95281 0.11434 -3.12964 -0.45 0.06 0.75 0.354
H 7.45952 -0.52522 -1.63407 0.81 -0.99 0.77 0.540
H 6.44997 0.52203 0.45400 -0.35 0.92 0.13 0.309
H 5.51797 -0.87320 0.47319 -0.62 0.88 -0.65 0.512
H 4.53510 0.74812 0.44619 2.05 -1.19 -0.22 0.105
H 4.54648 -1.08859 -3.06210 0.72 -0.17 1.07 0.275
H 3.74196 -1.10004 -1.50101 0.95 -0.43 0.08 0.236
H 5.49450 -1.92648 -1.60511 -1.81 1.15 -0.82 0.388
S -0.12658 -2.81258 -0.45870 -0.31 -0.07 0.37 -0.500
C -1.11971 -3.83052 0.61708 0.92 0.22 0.92 -0.218
C -0.64598 -4.13386 1.90637 -0.33 -0.22 -0.59 -0.563
C -1.29840 -5.04491 2.68567 -0.71 -0.80 -1.07 -0.874
C -2.48544 -5.64483 2.24934 0.26 -0.85 1.56 -0.760
C -3.02770 -5.26252 1.08139 -0.51 0.67 -1.79 0.046
C -2.31521 -4.39068 0.25665 -1.37 0.48 -1.72 0.461
As -2.98151 -3.72677 -1.51574 -0.48 0.26 -0.31 0.225
C -2.48051 -5.21489 -2.70200 -1.94 -1.07 2.02 0.104
C -2.22441 -4.98170 -4.01805 1.36 2.00 -1.26 -0.253
C -1.81511 -6.02531 -4.83871 0.22 -1.21 -0.39 -0.352
C -1.60734 -7.32713 -4.32172 -1.72 0.28 -0.03 -0.661
C -2.16448 -7.58881 -3.03724 -0.04 -0.32 0.71 -0.470
C -2.68787 -6.56187 -2.23245 1.11 0.78 -1.65 -0.298
C -4.94096 -4.11251 -1.37214 1.77 -0.44 2.09 0.020
C -5.67495 -4.95746 -2.14086 -2.57 -0.03 -1.67 0.214
C -7.02462 -5.28094 -1.76515 2.47 -0.42 -0.19 -0.749
C -7.43625 -5.09369 -0.47682 0.60 1.68 -0.46 -0.847
C -6.71380 -4.18765 0.29692 0.35 -0.81 0.04 -0.613
C -5.47578 -3.75304 -0.11314 -0.52 0.36 -0.25 -0.641
H 0.27820 -3.75741 2.24718 0.94 0.57 0.18 0.565
H -0.79444 -5.49891 3.48270 0.54 -0.09 1.51 0.503
H -2.94093 -6.47097 2.80334 0.13 0.43 0.09 0.387
H -3.98648 -5.60614 0.70480 0.11 -0.28 0.28 0.309
H -2.15394 -3.89942 -4.45998 -0.40 -2.10 1.04 0.202
H -1.73946 -5.79690 -5.90295 0.49 -0.31 0.23 0.354
H -1.33002 -8.18987 -4.96902 0.02 0.94 0.57 0.298
H -2.22200 -8.61926 -2.60348 0.17 0.86 -0.77 0.302
H -3.27154 -6.76567 -1.32858 0.66 0.08 -0.18 0.310
H -5.44711 -5.30363 -3.17256 0.53 0.41 0.92 0.316
H -7.54250 -5.78611 -2.53267 -0.96 -0.81 -0.31 0.476
H -8.31223 -5.46411 -0.05563 -1.63 -0.68 0.21 0.475
H -7.10294 -3.91955 1.26194 0.07 0.13 0.34 0.468
H -4.95733 -3.14208 0.60508 0.50 0.34 -0.21 0.662
O 0.65304 0.07502 0.85647 -0.19 -0.72 -1.25 -0.168
H 1.29901 -0.44426 0.33137 -0.39 0.43 0.69 0.068
H 1.15023 0.78926 1.36373 0.20 -0.01 0.37 0.291
Se 3.39629 -0.03667 4.69929 0.23 0.14 0.17 -0.327
C 2.63586 0.91197 3.38702 -1.19 0.28 -1.50 0.017
N 2.04729 1.41007 2.49012 1.14 -0.34 1.52 -0.662
F -7.35483 0.62962 -4.03358 0.16 -0.07 -0.30 -0.308
C -6.44101 0.25671 -3.13139 2.93 2.52 0.68 0.328
C -6.83169 -0.57262 -2.10212 0.28 0.24 -0.28 0.143
F -7.93567 -1.24299 -2.38904 -1.04 -0.36 1.03 -0.341
C -6.09967 -0.62377 -0.92545 2.35 0.08 0.42 0.190
F -6.57509 -1.00133 0.27444 -0.22 -0.66 -0.64 -0.356
C -4.67724 -0.29874 -0.97690 -0.74 -0.17 -0.68 0.377
O -3.79285 -0.75378 -0.10371 -1.39 0.28 0.02 -0.015
C -4.27008 0.50833 -2.07961 -0.02 -0.62 1.51 0.011
F -2.94447 0.82281 -2.07376 -0.51 0.44 -0.40 -0.191
C -5.18180 0.99221 -2.98645 -2.12 -0.78 -1.22 -0.030
F -4.95052 2.10591 -3.73254 0.07 -1.12 0.14 -0.312
```
Forces are in eV/Å.

=====

(2)
Density functional theory data (ωB97M-V/def2-TZVPD) for C2H3BrClFIN in the gas phase at a distorted geometry.

Values from the calculation:
Maximum force (eV Å⁻¹): 5.1
Relative energy (zero: lowest compared OMol25 entry of this formula, charge and spin) (kJ/mol): 13.31
Orbital gap (eV): 9.446
E_LUMO (eV): -0.58
Structure (SMILES): F[C@](Br)(I)NCCl

```
10
Properties=species:S:1:pos:R:3:forces:R:3:nbo_charge:R:1
F 0.96943 -0.15696 1.64455 -0.46 -0.10 4.24 -0.312
C 1.14829 -0.07611 0.41423 -0.69 -0.35 -5.09 0.433
Br 1.15792 -2.11137 -0.21192 0.44 0.58 0.23 -0.171
I 2.97896 0.90602 -0.12324 -0.16 -0.24 0.09 0.169
N 0.06076 0.52501 -0.27224 1.48 -0.49 2.59 -0.697
C -1.22576 0.01271 -0.09870 -2.27 -2.13 -1.77 -0.206
Cl -2.47159 1.31177 -0.28175 0.38 -0.39 0.10 -0.062
H 0.32524 0.96582 -1.09384 0.11 0.70 -1.83 0.408
H -1.54527 -0.87273 -0.80194 0.75 1.95 0.49 0.209
H -1.39797 -0.50414 0.82485 0.40 0.48 0.95 0.228
```
Forces are in eV/Å.

=====

(3)
Density functional theory data (ωB97M-V/def2-TZVPD) for a molecular structure, C16H36FeO8 at a distorted geometry.

Values from the calculation:
Multiplicity: 6
Maximum force (eV Å⁻¹): 4.4
Orbital gap (spin up / spin down) (eV): 6.862 / 6.377
Charge: -1
E_LUMO (spin up / spin down) (eV): 2.67 / 2.67

```
61
Properties=species:S:1:pos:R:3:forces:R:3:nbo_charge:R:1
Fe 0.08791 0.32682 -0.70844 0.64 1.59 -3.28 1.922
C -0.57746 -3.25551 -2.67925 0.27 0.16 -2.11 -0.623
C 0.14955 -3.01421 -1.42511 -0.06 0.99 2.17 -0.013
O 0.19002 -1.73048 -0.90678 0.00 0.57 0.00 -0.948
H -0.28348 -4.25546 -2.99828 -0.25 -0.27 -0.26 0.182
H -0.22505 -2.56465 -3.44516 0.05 0.10 -0.19 0.211
H -1.66457 -3.17830 -2.69691 -0.03 0.05 0.56 0.190
H 1.14043 -3.46836 -1.42676 0.67 0.11 -0.70 0.126
H -0.33231 -3.70145 -0.72968 -0.54 -0.32 0.96 0.093
C 4.25584 0.71112 -2.52343 0.57 0.47 -0.51 -0.628
C 3.31411 0.16040 -1.43769 -1.10 0.70 0.75 -0.043
O 2.04497 0.77159 -1.43042 -0.42 -0.71 0.18 -0.904
H 5.20242 0.20103 -2.70203 0.02 -0.84 0.45 0.181
H 4.63930 1.71172 -2.32378 -0.45 0.35 0.56 0.188
H 3.86822 0.82791 -3.53546 -0.79 -0.36 0.12 0.206
H 3.75703 0.33320 -0.45684 0.78 0.71 0.47 0.108
H 3.30608 -0.92495 -1.33739 -0.38 -0.67 -1.12 0.135
C -0.35644 4.71331 -0.03866 -0.34 -0.36 -0.57 -0.628
C -0.50872 3.41789 0.71251 0.68 -2.93 0.71 -0.017
O -0.14770 2.17466 0.14338 -0.18 0.35 -0.89 -0.923
H -1.02095 4.75173 -0.90182 -0.02 -0.14 -0.16 0.200
H 0.66242 4.83181 -0.40739 0.03 0.19 0.17 0.206
H -0.68372 5.51186 0.62716 0.34 0.27 0.07 0.184
H -1.49044 3.31344 1.17449 -0.89 0.33 -0.32 0.118
H 0.09784 3.42181 1.61815 0.56 0.85 0.52 0.115
C -3.25077 0.02842 -2.97165 0.58 0.80 -0.54 -0.635
C -2.04080 0.98786 -3.36949 1.12 -1.22 2.38 -0.021
O -0.89888 0.89990 -2.47625 -1.05 -0.48 -0.13 -0.903
H -3.91584 -0.11481 -3.82327 -0.04 0.01 -0.33 0.179
H -3.89341 0.45539 -2.20171 0.25 0.15 0.25 0.178
H -2.94310 -0.96640 -2.64951 0.39 0.13 0.03 0.208
H -2.39200 2.01885 -3.41214 -0.31 0.29 0.25 0.133
H -1.71792 0.78351 -4.39032 0.10 -0.46 -0.21 0.137
O -1.75064 -0.16743 0.26847 -3.20 -1.34 2.76 -0.619
C -2.78841 -0.36784 0.92993 1.90 0.72 -2.54 0.844
O -3.06290 -1.38201 1.75827 -0.39 1.02 -0.36 -0.514
C -2.16918 -2.43337 2.03383 0.15 -0.88 0.05 -0.076
C -3.00856 -3.51302 2.68794 -0.33 -0.36 0.17 -0.620
C -3.98818 0.53155 0.76413 0.27 -0.40 -0.02 -0.720
H -1.38777 -2.07407 2.70347 0.14 0.00 -0.17 0.180
H -1.75688 -2.85302 1.11622 0.41 0.46 -0.08 0.218
H -2.37806 -4.22381 3.22213 0.00 0.00 0.02 0.209
H -3.59840 -4.07313 1.96235 0.20 -0.01 -0.26 0.207
H -3.76446 -3.11915 3.36733 0.30 0.27 0.27 0.209
H -4.52611 0.58544 1.71061 0.19 0.62 0.01 0.223
H -4.71032 0.09427 0.07465 0.21 -0.28 -0.19 0.239
H -3.60517 1.43855 0.29642 -0.32 0.23 0.49 0.261
O 0.81686 -0.07207 1.19512 2.77 -0.05 3.31 -0.638
C 1.76800 -0.43219 1.90392 0.58 -0.22 -2.14 0.864
O 2.84940 0.28259 2.36364 -1.60 0.40 -0.57 -0.517
C 2.89221 1.75014 2.16417 -1.07 0.28 0.62 -0.090
C 4.08438 2.30567 2.97275 -0.57 -1.17 -0.44 -0.634
C 1.97418 -1.93348 2.09183 -0.73 0.48 0.35 -0.726
H 1.94142 2.16245 2.50195 -0.10 -0.15 0.34 0.191
H 2.85760 2.00009 1.10378 0.56 -0.34 -0.18 0.237
H 4.10296 1.89185 3.98097 -0.09 -0.44 -0.07 0.206
H 4.06215 3.37666 3.17424 0.01 0.06 -0.82 0.219
H 4.94750 1.93348 2.42084 0.48 0.58 0.36 0.215
H 1.17464 -2.25117 2.76108 -0.09 -0.22 0.02 0.218
H 2.91623 -2.30581 2.49435 0.05 0.51 -0.15 0.221
H 1.73490 -2.33053 1.10532 0.07 -0.18 -0.06 0.282
```
Forces are in eV/Å.

=====

(4)
Density functional theory data (ωB97M-V/def2-TZVPD) for C5H8O2 in the gas phase.

Values from the calculation:
Maximum force (eV Å⁻¹): 0.4
Relative energy (zero: lowest compared OMol25 entry of this formula, charge and spin) (kJ/mol): 217.57
Orbital gap (eV): 10.681
E_LUMO (eV): 0.95
Structure (SMILES): C[C@@]1(O)C[C@H]2O[C@H]21

```
15
Properties=species:S:1:pos:R:3:forces:R:3:nbo_charge:R:1
C 0.09192 -0.99230 1.32077 -0.02 -0.02 0.03 -0.643
C -0.31602 0.07808 0.32867 0.24 -0.16 0.01 0.241
O -1.40890 0.85239 0.77783 -0.16 -0.08 0.16 -0.712
C 0.79302 1.04536 -0.18812 0.10 0.06 0.06 -0.436
C 0.57202 0.49090 -1.59184 0.08 0.29 -0.20 0.052
O 0.77352 -0.92112 -1.53508 0.10 -0.09 0.02 -0.492
C -0.48902 -0.40238 -1.13268 -0.33 -0.07 -0.01 0.017
H 0.88953 -1.60497 0.89363 -0.09 0.08 0.08 0.239
H 0.44706 -0.54425 2.25502 -0.04 -0.03 -0.14 0.217
H -0.75555 -1.65182 1.55264 0.09 0.10 -0.05 0.202
H -1.96509 0.29742 1.33854 0.03 0.08 -0.13 0.471
H 0.44182 2.07526 -0.08374 0.07 -0.14 -0.02 0.231
H 1.79935 0.93612 0.22759 -0.14 -0.01 -0.08 0.212
H 0.72217 0.97178 -2.55300 -0.04 -0.07 0.15 0.200
H -1.38113 -0.76830 -1.63288 0.12 0.04 0.10 0.201
```
Forces are in eV/Å.

=====

(5)
Density functional theory data (ωB97M-V/def2-TZVPD) for a gas-phase ion, C4H6NO2 (charge -1) at a distorted geometry.

Values from the calculation:
Maximum force (eV Å⁻¹): 3.0
Relative energy (zero: lowest compared OMol25 entry of this formula, charge and spin) (kJ/mol): 442.64
Orbital gap (spin up / spin down) (eV): 6.037 / 6.030
Charge: -1
E_LUMO (spin up / spin down) (eV): 3.81 / 3.81
Structure (SMILES): O=NCC/C=C/[O-]

```
13
Properties=species:S:1:pos:R:3:forces:R:3:nbo_charge:R:1
O -0.06771 1.21037 2.39890 -0.37 -1.31 -2.49 -0.360
N -0.23724 0.43338 1.43757 -0.78 1.47 2.55 0.158
C -0.78320 1.05897 0.19913 0.74 -1.95 -0.79 -0.344
C -0.53697 -0.02040 -0.88742 -0.90 0.31 -0.85 -0.406
C 0.87345 -0.44160 -0.83031 -0.12 -0.45 0.43 -0.566
C 1.08199 -1.44062 0.12085 -0.30 0.20 -0.97 0.319
O 2.05723 -1.90305 0.69666 1.87 -0.46 0.59 -0.746
H -0.26947 1.96181 0.06519 1.06 1.31 -0.60 0.185
H -1.81093 1.29339 0.15283 -1.66 0.32 1.19 0.182
H -1.18048 -0.93056 -0.63873 0.45 1.30 -0.44 0.192
H -0.81837 0.37615 -1.91769 -0.09 -0.37 1.12 0.173
H 1.57071 0.30508 -1.14555 0.83 0.18 -0.01 0.170
H 0.12098 -1.90293 0.34858 -0.73 -0.55 0.29 0.043
```
Forces are in eV/Å.

=====

(6)
Density functional theory data (ωB97M-V/def2-TZVPD) for C7H12 in the gas phase.

Values from the calculation:
Maximum force (eV Å⁻¹): 0.4
Relative energy (zero: lowest compared OMol25 entry of this formula, charge and spin) (kJ/mol): 135.52
Orbital gap (eV): 10.913
E_LUMO (eV): 1.15
Structure (SMILES): CC1CC2(CC2)C1

```
19
Properties=species:S:1:pos:R:3:forces:R:3:nbo_charge:R:1
C 0.80231 2.12087 1.28854 0.00 0.01 -0.03 -0.605
C 0.03914 0.84233 0.98175 -0.08 0.05 0.15 -0.197
C -0.75655 0.67322 -0.33984 -0.13 0.08 -0.07 -0.392
C -0.13181 -0.71627 -0.51176 -0.04 -0.03 0.05 -0.058
C -0.84234 -2.01268 -0.75510 -0.18 -0.09 0.13 -0.411
C 0.06007 -1.44170 -1.81275 0.14 0.07 -0.10 -0.413
C 0.78824 -0.48765 0.69581 0.06 -0.10 0.15 -0.395
H 0.10510 2.90649 1.60267 0.13 -0.05 -0.09 0.209
H 1.38106 2.50634 0.44151 -0.07 -0.18 0.04 0.203
H 1.49568 1.94807 2.12139 -0.09 0.06 -0.14 0.209
H -0.63137 0.66360 1.82895 0.02 0.03 -0.10 0.192
H -1.84565 0.70710 -0.23226 0.12 0.01 -0.09 0.203
H -0.45591 1.37242 -1.12977 0.00 -0.08 0.13 0.202
H -1.91673 -2.01594 -0.91473 0.13 0.04 -0.05 0.210
H -0.46526 -2.87499 -0.20778 -0.11 0.17 -0.05 0.209
H -0.43004 -1.01034 -2.68425 0.15 0.01 0.17 0.212
H 0.99364 -1.94997 -2.04007 -0.10 0.09 0.15 0.214
H 1.87199 -0.46475 0.53021 -0.21 0.24 -0.13 0.205
H 0.57791 -1.17426 1.51530 0.27 -0.32 -0.12 0.203
```
Forces are in eV/Å.

=====

What did we get for electronic energy? Answer: -9036.38064 -3564.49658 -2496.77351 -345.72209 -361.13910 -273.85694 Eh, in the order shown.